## A
One molecule with the formula C3H10N2S. Source: the Open Molecules 2025 dataset; level of theory: the ωB97M-V functional and the def2-TZVPD basis.

Last column: Mulliken charge in e.
Positions of all 16 atoms, in Å:
S (-0.30120, -0.52619, -0.32828)  0.61
H (-0.69455, -0.71074, 2.03461)  0.32
C (-1.23565, 1.16593, -0.42737)  -1.16
C (-1.25811, -1.13626, 1.11751)  -0.86
H (-2.18666, 0.99684, -0.76479)  0.47
H (-0.17675, -1.60574, -2.23696)  0.24
H (-0.82122, 1.71979, -1.23640)  0.37
H (3.26376, 0.76847, 0.75975)  0.33
H (-0.92391, 1.70103, 0.42057)  0.36
H (-2.29703, -0.76916, 1.02097)  0.32
H (-1.19293, -2.22602, 1.12985)  0.30
C (2.39336, 0.55114, 0.10588)  -0.60
N (1.60433, -0.38157, 0.74535)  -0.38
H (2.81365, 0.29773, -0.98209)  0.19
N (-0.88110, -1.43763, -1.38011)  -0.71
H (1.89401, 1.59237, 0.02151)  0.19

Values from the calculation:
- HOMO (spin up / spin down): -7.954 / -7.898 eV
- E_LUMO (spin up / spin down): -0.151 / -0.126 eV
- SMILES: CN=S(C)(C)=N
- Frontier orbital gap (spin up / spin down): 7.80 / 7.77 eV

---

## B
One molecule with the formula C3H10N2S. Source: the Open Molecules 2025 dataset; level of theory: the ωB97M-V functional and the def2-TZVPD basis.

Last column: Mulliken charge in e.
Positions of all 16 atoms, in Å:
H (-0.87211, -2.00213, -0.44769)  0.28
H (2.03162, -0.74871, 0.34169)  0.42
H (-2.38976, 0.47932, 1.56345)  0.27
H (1.82439, 0.96448, 0.13586)  0.32
H (-0.77413, -1.47585, 1.03106)  0.26
C (0.06775, -0.19311, -0.30372)  0.42
S (2.31345, -0.02090, -1.98980)  -0.24
H (-0.21387, -0.15475, -1.34818)  0.35
H (-0.21212, 1.19978, 1.43498)  0.38
H (-2.55825, 1.58888, 0.52098)  0.27
N (-0.20399, -1.58632, 0.19661)  -0.73
H (2.79592, -1.26059, -1.83868)  0.13
H (-0.57106, 1.73174, -0.09649)  0.44
C (1.60067, -0.00265, -0.30920)  -0.97
C (-0.68460, 0.82558, 0.51919)  -0.98
N (-2.15391, 0.65523, 0.58993)  -0.63

Values from the calculation:
- HOMO: -8.970 eV
- E_LUMO: 0.820 eV
- SMILES: NC[C@H](N)CS
- Frontier orbital gap: 9.79 eV

---

So which one is most stable? That would be B, about 561.6 kJ/mol below the next structure.

---

## A
A 2-piece molecular cluster, C3H10N2S overall. Source: the Open Molecules 2025 dataset; level of theory: the ωB97M-V functional and the def2-TZVPD basis.

Last column: Mulliken charge in e.
Positions of all 16 atoms, in Å:
H (2.85087, -1.11980, -1.71719)  0.27
H (4.11862, 0.09959, -1.54785)  0.30
H (-3.78569, 0.74739, 1.84391)  0.23
H (-3.40816, -1.00596, 1.75975)  0.21
H (0.62775, 0.73685, -0.49105)  0.24
S (2.82420, 0.06806, 0.39429)  -0.08
H (0.83899, 1.06045, 1.20297)  0.35
H (2.44943, 0.59928, -1.95013)  0.26
N (-2.33610, -0.79299, -0.52031)  -0.69
C (1.06660, 0.30035, 0.44233)  -0.88
H (0.49518, -0.62575, 0.68375)  0.31
H (-1.63331, 0.93542, 0.52841)  0.22
C (-2.34802, 0.05255, 0.45474)  0.24
N (-3.25968, -0.06596, 1.47830)  -0.45
H (-1.56788, -0.88688, -1.17756)  0.26
C (3.06720, -0.10257, -1.38436)  -0.79

Values from the calculation:
- HOMO: -8.523 eV
- E_LUMO: 0.915 eV
- SMILES: [H]/N=C/N.CSC
- Frontier orbital gap: 9.44 eV

---

## B
A 2-piece molecular cluster, C3H10N2S overall. Source: the Open Molecules 2025 dataset; level of theory: the ωB97M-V functional and the def2-TZVPD basis.

Last column: Mulliken charge in e.
Positions of all 16 atoms, in Å:
C (-3.39130, 0.07751, 0.77118)  0.04
H (-3.35500, -1.39039, -0.61854)  0.24
H (-1.97873, -1.26555, 0.43107)  0.26
H (-4.42680, 0.35396, 0.54078)  0.31
C (2.52438, 0.07746, -1.23691)  -0.38
C (1.37977, 0.95100, -1.72760)  -1.03
N (-2.60832, 0.81276, 1.45462)  -0.60
H (2.58012, -0.87604, -1.76622)  0.30
H (1.01061, 1.51489, -0.86745)  0.33
S (2.27942, -0.39301, 0.49902)  -0.24
N (-2.96940, -1.13149, 0.28031)  -0.46
H (0.57108, 0.37955, -2.16550)  0.26
H (1.69080, 1.68037, -2.47126)  0.31
H (3.56943, -0.37727, 0.85502)  0.10
H (-3.14239, 1.46775, 2.01770)  0.22
H (3.50162, 0.51345, -1.41116)  0.35

Values from the calculation:
- HOMO: -8.868 eV
- E_LUMO: 0.926 eV
- SMILES: [H]/N=C/N.CCS
- Frontier orbital gap: 9.79 eV

---

So which one is most stable? That would be B, about 42.2 kJ/mol below the next structure.

---

## A
A 2-piece molecular cluster, C3H8N4O overall. Source: the Open Molecules 2025 dataset; level of theory: the ωB97M-V functional and the def2-TZVPD basis.

Last column: Mulliken charge in e.
Positions of all 16 atoms, in Å:
N (3.71996, -0.58123, -1.13819)  -0.52
H (-2.07910, -1.78134, 0.56408)  0.39
C (-1.21213, -1.11020, 0.65856)  0.11
N (-1.40005, 0.03017, -0.06824)  0.24
C (-0.56836, 1.21199, 0.04735)  -0.88
N (-2.69606, 0.21447, -0.58204)  -0.69
H (-0.36275, 1.59026, -0.95713)  0.30
N (2.23821, -0.35213, 0.74332)  -0.52
O (-0.27954, -1.36455, 1.38072)  -0.62
H (0.32868, 0.94531, 0.59879)  0.34
H (-3.18701, 0.97253, -0.11126)  0.25
H (1.61270, -0.99896, 1.19846)  0.34
C (2.88119, -0.55151, -0.26317)  0.43
H (-2.65636, 0.43597, -1.57513)  0.25
H (4.71697, -0.66578, -1.11483)  0.27
H (-1.05636, 2.00501, 0.61874)  0.31

Values from the calculation:
- HOMO: -9.605 eV
- E_LUMO: 0.762 eV
- SMILES: CN(N)C=O.N=C=N
- Frontier orbital gap: 10.37 eV

---

## B
C3H8N4O as an isolated structure. Source: the Open Molecules 2025 dataset; level of theory: the ωB97M-V functional and the def2-TZVPD basis.

Last column: Mulliken charge in e.
Positions of all 16 atoms, in Å:
H (0.44246, -1.37993, -1.10280)  0.42
C (-0.05007, 2.12986, 0.36111)  0.13
H (0.62600, -3.37696, -0.47649)  0.26
C (-1.33816, -1.00075, -0.24530)  -0.07
H (1.23667, 0.08033, 1.10833)  0.32
H (-0.60352, 3.18465, 0.37541)  0.26
H (-2.35298, -0.69309, 0.04565)  0.36
N (-1.18245, -2.22611, -0.78622)  -0.10
N (-0.30582, -0.29010, 0.20336)  -0.43
H (-2.17681, -2.66904, -1.11877)  0.27
H (2.93266, 1.06786, 1.63638)  0.22
N (-0.82061, 1.15795, 0.25064)  -0.43
N (0.11915, -2.55073, -1.31709)  -0.61
H (2.45097, 0.78425, -0.33619)  0.18
O (1.18078, 2.14669, 0.74872)  -0.29
C (1.94264, 1.06944, 0.78816)  -0.48

Values from the calculation:
- HOMO: -8.370 eV
- E_LUMO: 0.751 eV
- Frontier orbital gap: 9.12 eV

---

So which one is most stable? That would be A, about 568.9 kJ/mol below the next structure.

---

## A
A 2-piece molecular cluster, C3H8 overall. Source: the Open Molecules 2025 dataset; level of theory: the ωB97M-V functional and the def2-TZVPD basis.

Last column: Mulliken charge in e.
Positions of all 11 atoms, in Å:
C (0.75279, -1.91649, -1.12313)  -0.96
C (-0.01161, 1.82822, 1.04711)  -0.43
H (-1.40703, 0.42696, 0.28378)  0.20
H (0.77015, -0.92123, -1.59128)  0.21
H (0.87110, 1.28217, 0.69515)  0.21
H (0.82479, -1.80916, -0.03074)  0.22
H (0.15237, 2.76720, 1.58808)  0.22
H (-2.12575, 1.91198, 1.17671)  0.22
H (1.60363, -2.50924, -1.49018)  0.29
H (-0.18738, -2.42632, -1.38029)  0.24
C (-1.24304, 1.36593, 0.82475)  -0.41

Values from the calculation:
- HOMO: -10.172 eV
- E_LUMO: 1.162 eV
- SMILES: C=C.C
- Frontier orbital gap: 11.33 eV

---

## B
A 2-piece molecular cluster, C3H8 overall. Source: the Open Molecules 2025 dataset; level of theory: the ωB97M-V functional and the def2-TZVPD basis.

Last column: Mulliken charge in e.
Positions of all 11 atoms, in Å:
H (3.48379, -0.06185, -1.35405)  0.25
H (1.84061, 0.58793, -1.37195)  0.21
H (-1.21724, 1.41756, 1.27740)  0.22
C (2.44717, -0.26020, -1.07423)  -0.92
H (2.18811, -1.17036, -1.61427)  0.23
H (-2.36128, 1.24308, -0.20188)  0.24
H (2.38975, -0.45877, -0.00805)  0.22
C (-2.21183, -0.39190, 1.10360)  -0.44
H (-1.87015, -0.69546, 2.08197)  0.22
H (-2.73788, -1.06922, 0.44806)  0.23
C (-1.95106, 0.85919, 0.71338)  -0.48

Values from the calculation:
- HOMO: -10.061 eV
- E_LUMO: 1.145 eV
- SMILES: C=C.C
- Frontier orbital gap: 11.21 eV

---

## C
A 2-piece molecular cluster, C3H8 overall. Source: the Open Molecules 2025 dataset; level of theory: the ωB97M-V functional and the def2-TZVPD basis.

Last column: Mulliken charge in e.
Positions of all 11 atoms, in Å:
H (-0.70946, 1.50105, 1.40948)  0.31
H (1.73928, -0.51202, 0.16812)  0.27
C (-0.72556, 0.56841, 0.83443)  -1.01
H (-0.34547, -1.93256, -0.61640)  -0.17
C (1.30819, 0.15247, -0.57821)  -0.73
H (1.89579, 0.32962, -1.47428)  0.24
H (-0.86484, -2.31546, -0.24561)  0.17
H (-0.28349, 1.36438, -1.17476)  0.26
H (-0.36039, -0.23342, 1.48348)  0.30
C (0.11925, 0.71856, -0.39535)  0.07
H (-1.77332, 0.35896, 0.58910)  0.29

Values from the calculation:
- HOMO: -9.665 eV
- E_LUMO: 1.405 eV
- SMILES: [H][H].C=CC
- Frontier orbital gap: 11.07 eV

---

So which one is most stable? That would be A, about 12.4 kJ/mol below the next structure.